Model i:
C4H11N3 | ωB97M-V/def2-TZVPD

Output
Multiplicity   1
Kohn-Sham gap   9.52 eV
Net charge   0
LUMO energy   0.994 eV
SMILES   [H]/N=C(\N)NCCC

Each atom is followed by the atoms it is bonded to, with distances in Å.
Geometry (Å):
1 C -0.191 -2.418 0.738  C2 1.520, H8 1.039, H9 1.237, H10 1.019
2 C -1.089 -1.238 1.069  C1 1.520, C3 1.685, H11 1.013, H12 1.139
3 C -0.312 0.228 0.774  C2 1.685, N4 1.441, H13 1.126, H14 1.130
4 N -0.185 0.451 -0.644  C3 1.441, C5 1.397, H15 1.073
5 C 0.615 1.415 -1.263  N4 1.397, N6 1.370, N7 1.275
6 N 0.573 2.667 -0.709  C5 1.370, H16 1.015, H17 0.988
7 N 1.100 1.049 -2.383  C5 1.275, H18 0.980
8 H 0.134 -2.403 -0.250  C1 1.039
9 H 0.813 -2.383 1.460  C1 1.237
10 H -0.523 -3.361 0.935  C1 1.019
11 H -1.917 -1.265 0.487  C2 1.013
12 H -1.492 -1.291 2.133  C2 1.139
13 H 0.708 0.105 1.238  C3 1.126
14 H -0.898 1.004 1.349  C3 1.130
15 H -0.341 -0.450 -1.204  N4 1.073
16 H 0.667 2.624 0.301  N6 1.015
17 H 0.813 3.558 -1.061  N6 0.988
18 H 1.526 1.710 -2.968  N7 0.980



Model ii:
C4H11N3 | ωB97M-V/def2-TZVPD

Output
Multiplicity   1
Kohn-Sham gap (alpha / beta)   10.57 / 6.44 eV
Net charge   0
LUMO energy (alpha / beta)   1.057 / -0.348 eV

Each atom is followed by the atoms it is bonded to, with distances in Å.
Geometry (Å):
1 C 1.787 0.612 -0.275  C3 1.535, H7 1.091, H8 1.093, H9 1.094
2 C 0.331 0.180 1.723  C3 1.543, H6 1.095, H10 1.089, H11 1.092
3 C 0.457 0.005 0.195  C1 1.535, C2 1.543, N4 1.417, C13 1.675
4 N 0.246 -1.321 -0.257  C3 1.417, H5 1.024
5 H 0.892 -1.958 0.218  N4 1.024
6 H 0.436 1.231 2.008  C2 1.095
7 H 1.912 0.471 -1.350  C1 1.091
8 H 2.619 0.115 0.229  C1 1.093
9 H 1.859 1.679 -0.045  C1 1.094
10 H -0.636 -0.192 2.061  C2 1.089
11 H 1.114 -0.388 2.230  C2 1.092
12 N -2.183 -0.904 -1.339  N14 1.294, H15 1.029, H16 1.013
13 C -0.888 0.751 -0.468  C3 1.675, N14 1.424, H17 1.094, H18 1.089
14 N -1.936 -0.195 -0.285  N12 1.294, C13 1.424
15 H -1.418 -1.022 -2.016  N12 1.029
16 H -2.785 -1.700 -1.169  N12 1.013
17 H -0.679 0.963 -1.521  C13 1.094
18 H -1.128 1.673 0.059  C13 1.089



In kcal/mol, relative to the most stable structure: model i 0.0; model ii 60.4.